No. 1
A molecular structure, C31H37AsGaN4O2S2. Source: the Open Molecules 2025 dataset; level of theory: ωB97M-V/def2-TZVPD.

Electronic energy: -177668.25685 eV
Charge: +3
LUMO energy: -8.6 eV
2S+1: 1

Element x y z (Å)
Ga -0.01736 0.00746 -0.35087
C -3.45975 0.31832 -0.15141
C -2.86911 0.69403 -1.48206
C -3.74294 1.11687 -2.48380
C -3.27217 1.38015 -3.75120
C -1.92260 1.18495 -4.01304
C -1.09812 0.77135 -2.98772
N -1.55603 0.56231 -1.73993
C 0.32624 0.42627 -3.21018
C 0.90771 0.47480 -4.46343
C 2.21738 0.06107 -4.61842
C 2.89835 -0.44353 -3.52681
C 2.27484 -0.49710 -2.28948
N 1.01440 -0.01644 -2.13574
C 2.97248 -1.17426 -1.16307
C 4.35302 -1.17873 -1.11276
C 4.98041 -1.89307 -0.09954
C 4.20065 -2.59049 0.79292
C 2.80757 -2.52836 0.69768
C 1.98689 -3.29185 1.69882
N 2.20449 -1.81333 -0.26273
H -4.14517 -0.52110 -0.28934
H -4.05644 1.14119 0.24357
H -2.71376 0.03084 0.57321
H -4.79410 1.22688 -2.24409
H -3.94159 1.70605 -4.53744
H -1.53752 1.35720 -5.00695
H 0.35479 0.82798 -5.32064
H 2.68788 0.09669 -5.59216
H 3.89907 -0.83611 -3.64382
H 4.94033 -0.62814 -1.83614
H 6.06043 -1.90570 -0.02282
H 4.65114 -3.18456 1.57915
H 2.18099 -4.36341 1.60136
H 0.92654 -3.10231 1.56638
H 2.27385 -3.01556 2.71380
O -0.91624 1.66068 0.51938
S -1.44944 2.34800 1.79264
C -0.27747 3.64335 2.26028
C -1.18002 4.67771 2.91684
C -2.41585 4.87103 2.01055
C -2.64348 3.58402 1.19453
H 0.19978 3.99991 1.34345
H 0.46828 3.23157 2.93992
H -0.64568 5.61212 3.07385
H -1.49216 4.31653 3.89886
H -2.27380 5.70750 1.33032
H -3.28406 5.09852 2.62331
H -2.43559 3.70961 0.13066
H -3.64519 3.17815 1.32582
S 3.47947 2.10245 1.76813
C 2.48752 1.50831 0.52272
N 1.45435 0.80975 0.89772
C 1.38055 0.71290 2.28889
C 0.39163 0.06081 3.02961
C 0.47521 0.08793 4.40492
C 1.52742 0.75218 5.05138
C 2.51475 1.39407 4.33301
C 2.42914 1.36984 2.94240
H 2.72146 1.71031 -0.51520
H -0.41454 -0.45169 2.51397
H -0.28054 -0.40865 5.00127
H 1.56230 0.76301 6.13302
H 3.32666 1.91111 4.82987
C -2.37737 -4.01021 0.60190
As -1.47797 -3.02407 -0.76754
C -0.02038 -4.04988 -1.47227
C -2.66493 -2.63452 -2.22347
O -0.95919 -1.56610 -0.06188
H -2.57004 -5.01249 0.22070
H -3.31756 -3.52936 0.85639
H -1.74219 -4.06924 1.48130
H -0.41884 -4.99692 -1.83525
H 0.70841 -4.23852 -0.69438
H 0.44200 -3.50979 -2.29499
H -3.05404 -3.57769 -2.60631
H -2.11357 -2.12738 -3.01254
H -3.49155 -2.01528 -1.88507



No. 2
A molecular structure, C15H31Cl2F3N3O7V in a non-equilibrium geometry. Source: the Open Molecules 2025 dataset; level of theory: ωB97M-V/def2-TZVPD.

Electronic energy: -93746.77656 eV
Charge: 0
LUMO energy: 0.2 eV
2S+1: 1

Element x y z (Å)
O 16.09699 -21.42538 14.74354
V 16.92534 -22.57876 14.00889
O 15.95108 -23.72145 13.56556
C 19.72863 -22.01245 13.19532
O 18.89131 -21.14552 13.99416
O 18.92393 -23.12592 13.13985
C 20.22576 -21.33490 11.87628
F 21.54685 -21.56673 11.72970
F 19.59421 -21.75503 10.77786
F 20.08256 -20.00394 12.00201
C 19.41463 -20.12718 14.84449
C 18.46384 -18.94076 14.70504
H 17.40643 -19.18114 14.77320
H 18.50111 -18.39394 15.66953
H 18.77611 -18.14420 14.03425
H 20.40490 -19.73627 14.59881
H 19.41775 -20.53614 15.86097
H 20.56670 -22.24430 13.86184
C 19.60937 -24.46583 16.44994
C 18.56291 -23.46546 16.92756
O 17.59182 -23.22033 16.22820
N 18.79648 -22.86252 18.11039
C 17.92340 -21.93506 18.77029
H 20.48363 -23.90532 16.10955
H 19.29700 -24.93240 15.51667
H 19.84079 -25.22695 17.19336
H 19.45210 -23.36049 18.69015
H 16.98481 -21.69977 18.27573
H 18.29534 -21.05164 19.29393
H 17.54962 -22.43996 19.67838
C 15.80441 -25.86490 19.45835
C 15.48535 -26.13852 18.01068
O 14.33498 -26.10964 17.59773
N 16.51020 -26.45500 17.19383
C 16.36801 -26.77633 15.77992
H 15.56853 -26.81790 19.94269
H 15.18779 -25.09677 19.90749
H 16.88236 -25.74029 19.57591
H 17.44372 -26.55533 17.54925
H 15.62272 -27.55299 15.61290
H 17.28062 -27.27078 15.44111
H 16.20744 -25.92981 15.11670
C 16.66772 -19.67801 10.60420
C 15.93190 -20.92150 11.04026
O 16.40212 -21.56492 11.97709
N 14.80018 -21.29201 10.43249
C 13.94319 -22.41556 10.76223
H 16.41913 -19.24569 9.63615
H 17.74078 -19.86797 10.60550
H 16.57144 -18.94834 11.41185
H 14.46615 -20.58294 9.79827
H 14.07291 -22.83351 11.76170
H 14.27086 -23.28496 10.18442
H 12.89799 -22.19713 10.57589
Cl 14.98659 -17.12726 13.52256
C 14.36016 -18.28903 14.65156
C 12.82295 -18.33465 14.58573
Cl 12.12961 -19.49584 15.71396
H 14.60318 -18.02976 15.68225
H 14.76346 -19.27354 14.42859
H 12.61372 -18.74406 13.59771
H 12.30147 -17.40734 14.79498



No. 3
A molecular structure, C16H20N2O4PdS in a non-equilibrium geometry. Source: the Open Molecules 2025 dataset; level of theory: ωB97M-V/def2-TZVPD.

Electronic energy: -42377.88331 eV
Charge: +2
LUMO energy: -11.9 eV
2S+1: 1

Element x y z (Å)
C 1.02781 -3.81935 1.77756
N -0.10182 -3.18910 1.24605
C -0.51364 -1.89892 1.78471
C -1.05857 -0.95205 0.71960
C -2.34763 -0.44738 0.79593
S -3.34865 -0.95799 2.18292
C -4.70250 0.15445 2.31539
O -2.53060 -0.83344 3.36522
O -3.81181 -2.27078 1.82414
C -2.85268 0.40655 -0.18027
C -2.06115 0.79221 -1.25449
C -0.78245 0.30704 -1.33845
C -0.29162 -0.56603 -0.37040
C 1.07792 -1.06425 -0.57930
O 1.38898 -2.20004 -0.25721
C 2.02911 -0.15710 -1.23579
C 1.57465 0.70056 -2.16346
C 2.44962 1.65528 -2.89241
C 2.27051 3.07698 -2.35357
C 3.03199 3.30439 -1.05079
N 2.36165 4.27078 -0.21232
C 0.10709 0.69480 -2.47195
O -0.32095 0.95267 -3.56052
H 1.86807 -3.14546 1.83203
H 0.81716 -4.29575 2.74478
H 1.29586 -4.66314 1.01136
H -0.86170 -3.87310 1.28526
H -1.29178 -2.08137 2.52808
H 0.31382 -1.44898 2.32390
H -4.38356 1.15304 2.03742
H -5.52214 -0.18166 1.69456
H -4.97064 0.17818 3.36500
H -3.86221 0.77730 -0.13264
H -2.45449 1.44596 -2.01426
H 3.06700 -0.24008 -0.95569
H 3.48173 1.33447 -2.78772
H 2.21054 1.61716 -3.95257
H 1.21420 3.25079 -2.14744
H 2.56642 3.80235 -3.10159
H 3.10028 2.33184 -0.53176
H 4.04402 3.64214 -1.24150
H 2.93406 4.57857 0.56318
H 1.50258 3.91745 0.18801
Pd 2.33548 -6.05900 1.20097



No. 4
2 unconnected molecules or ions with the total composition C4H9NO in a non-equilibrium geometry. Source: the Open Molecules 2025 dataset; level of theory: ωB97M-V/def2-TZVPD.

Structure (SMILES): C=C/C=C/N.O
Electronic energy: -7830.07737 eV
Charge: 0
LUMO energy: 0.8 eV
2S+1: 1

Element x y z (Å)
N -2.16362 0.13776 1.57030
C -1.10869 -0.11205 0.74066
C -0.10649 -0.98412 0.94320
C 1.11568 -0.92220 0.15039
C 2.33566 -1.01024 0.66578
H -2.40000 -0.51890 2.29400
H -2.66622 1.00331 1.62042
H -1.03257 0.48731 -0.15997
H -0.15264 -1.57286 1.84756
H 1.00524 -0.56991 -0.87189
H 3.23913 -1.05075 0.07786
H 2.49895 -1.25867 1.71207
H -0.96459 2.17190 -3.45531
H 0.49420 2.43012 -3.76498
O -0.09403 1.76931 -3.37009